Density functional theory data (ωB97M-V/def2-TZVPD) for C19H17AlClN2O8S2 as an isolated structure at a distorted geometry.

Summary:
- HOMO: -5.02 eV
- Largest force on an atom: 14.74 eV Å⁻¹
- ΔE to the lowest compared entry with this formula, charge and spin: 20.608 eV
- Total charge: -1
- Lowest unoccupied orbital energy: 0.93 eV

Last column: Mulliken charge in e.
Geometry (Å):
Al -1.79328 0.17514 0.04449  0.341
C 1.25408 -0.37374 2.24789  -0.342
C -0.13227 1.36897 2.48018  0.106
C 0.45029 2.19549 4.52847  -0.575
C -0.08205 1.17837 5.22040  -0.649
C -0.90385 0.05297 4.74245  1.228
C -0.97690 -1.14182 5.47132  -0.860
C -1.72788 -2.19665 5.01827  -0.579
C -2.42214 -2.12089 3.80559  -0.586
C -2.37330 -0.98806 3.01477  0.108
S -3.13096 -1.14774 1.29702  -0.404
C -1.61946 0.17245 3.54546  0.498
N -1.41417 1.39875 2.86019  -0.672
H 2.27730 0.08984 2.64200  0.304
H 0.95882 -0.03835 0.40643  0.710
H 0.58797 -1.37105 2.37918  0.152
H 1.02858 2.98044 4.99328  0.452
H 0.11617 1.19274 6.28614  0.327
H -0.39280 -1.23450 6.38032  0.369
H -1.74898 -3.11877 5.58642  0.358
H -2.96591 -2.97712 3.42672  0.408
C -2.04772 6.64420 -3.28868  -1.373
C -2.16400 5.15539 -3.09979  1.128
C -1.28199 4.49327 -2.24738  -1.420
C -1.38146 3.12867 -2.04210  0.010
C -2.36757 2.41070 -2.71023  0.527
C -3.24799 3.04935 -3.56909  -0.787
C -3.14408 4.41864 -3.75596  -0.844
S -2.60060 0.69647 -2.32047  1.144
O -3.32195 0.69166 -0.99256  -0.488
O -3.25732 0.05063 -3.41738  -0.747
N -1.22501 0.11909 -1.84848  0.219
C -0.03919 0.16327 -2.74081  -0.579
C 1.18186 0.30800 -1.82195  0.599
O 1.68912 1.42439 -1.72812  -0.648
O 1.42179 -0.71063 -1.09831  -0.782
H -1.03087 6.91267 -3.57747  0.332
H -2.26965 7.15840 -2.35193  0.303
H -2.73530 7.00322 -4.05313  0.361
H -0.50578 5.04808 -1.73478  0.445
H -0.67758 2.63024 -1.38656  0.404
H -4.00344 2.46378 -4.07666  0.463
H -3.83835 4.92323 -4.41734  0.314
H -0.09581 1.03057 -3.39837  0.388
H 0.01575 -0.78162 -3.28186  0.353
O 1.70570 1.33794 1.27033  -0.785
Cl 0.48763 0.61091 1.31349  1.264
O 0.49324 2.38906 3.16451  -0.190
O -0.12284 1.39393 0.29345  -0.810
O -0.52891 -0.31526 1.26684  -0.494

=====

Density functional theory data (ωB97M-V/def2-TZVPD) for C19H17AuClIN4O5S2 as an isolated structure.

Summary:
- HOMO (spin up / spin down): -7.05 / -7.56 eV
- Largest force on an atom: 0.11 eV Å⁻¹
- ΔE to the lowest compared entry with this formula, charge and spin: 0.000 eV
- 2S+1: 3
- <S²>: 2.052
- Lowest unoccupied orbital energy (spin up / spin down): -0.16 / -2.07 eV

Last column: Mulliken charge in e.
Geometry (Å):
Au 0.11312 -0.55610 -0.42845  0.723
C -3.17655 0.07141 2.50217  -1.279
C -1.89641 -0.40981 1.87339  1.600
N -1.70064 -0.21521 0.60778  -0.369
N -2.67750 0.45417 -0.10893  -0.278
C -2.50854 0.49741 -1.37936  0.498
S -1.24102 -0.21147 -2.34799  -0.527
S -3.71421 1.35269 -2.34272  -0.144
C -4.57852 2.27481 -1.05028  -0.861
C -3.77349 3.39106 -0.44707  0.389
C -3.92669 3.64796 0.98317  0.447
C -3.17076 4.74539 1.55344  -0.551
C -2.36532 5.52765 0.77590  -0.566
C -2.25258 5.25886 -0.59921  -0.626
C -2.94382 4.19641 -1.18735  -0.038
C -0.91832 -1.10377 2.72213  0.065
C -1.41628 -1.63817 3.93208  -0.843
C -0.62963 -2.27955 4.85396  -0.846
C 0.74156 -2.38950 4.60222  -0.419
C 1.26834 -1.89067 3.44152  -0.548
C 0.47355 -1.26219 2.45032  0.603
O 1.11628 -0.86197 1.38459  -0.793
H -3.61854 0.86911 1.91887  -0.089
H -2.98848 0.41599 3.51575  0.448
H -3.89805 -0.74780 2.55039  0.413
H -4.91930 1.59622 -0.27409  0.307
H -5.46237 2.68138 -1.54908  0.490
H 0.45168 4.31548 0.62225  0.155
H -3.28438 4.92140 2.61506  0.465
H -1.82708 6.36250 1.20809  0.473
H -1.62235 5.88484 -1.21878  0.401
H -2.80964 3.99639 -2.24277  0.422
H -2.47349 -1.55655 4.13815  0.353
H -1.06495 -2.68587 5.75628  0.395
H 1.39123 -2.87523 5.32019  0.375
H 2.32532 -1.97387 3.22448  0.404
O -4.69029 2.96605 1.68758  -0.671
Cl 0.40593 3.02707 0.32540  0.996
O 0.11790 3.00663 -1.06189  -0.381
O -0.62928 2.52892 1.14356  -0.308
O 1.69267 2.54003 0.64623  -0.468
I 6.22126 0.60442 -1.51484  0.139
C 4.19187 0.36546 -1.74587  -0.549
C 3.40419 0.88297 -2.75129  -0.061
N 2.15084 0.47228 -2.50490  0.168
N 2.08720 -0.27546 -1.39854  -0.285
C 3.31542 -0.34834 -0.91550  -0.368
H 3.64769 1.49726 -3.60061  0.466
H 1.28798 0.70747 -2.97754  0.166
H 3.50130 -0.88568 -0.00050  0.510

=====

Density functional theory data (ωB97M-V/def2-TZVPD) for C19H17AuF10N5S as an isolated structure at a distorted geometry.

Summary:
- HOMO (spin up / spin down): -10.69 / -10.69 eV
- Largest force on an atom: 2.20 eV Å⁻¹
- ΔE to the lowest compared entry with this formula, charge and spin: 0.017 eV
- Total charge: +1
- Lowest unoccupied orbital energy (spin up / spin down): -4.73 / -4.73 eV

Last column: Mulliken charge in e.
Geometry (Å):
Au -0.12879 0.17119 -0.17323  0.574
C 0.66135 -2.48039 1.07703  -0.891
N 0.97622 -1.04635 1.19102  0.090
C 2.37537 -0.75792 0.80759  -0.961
C 2.52334 -0.96372 -0.67357  -0.511
N 1.52227 -0.15664 -1.35526  0.073
C 1.36071 -0.28860 -2.73314  -1.004
C 1.02145 0.85236 -3.45790  0.560
F 0.93875 2.02745 -2.81054  -0.460
C 0.76173 0.83704 -4.81731  0.442
F 0.40324 1.95809 -5.44746  -0.348
C 0.87512 -0.35254 -5.52346  0.667
F 0.63035 -0.38453 -6.83080  -0.285
C 1.23338 -1.50468 -4.84551  0.044
F 1.32295 -2.65637 -5.49838  -0.281
C 1.46464 -1.46344 -3.47386  0.755
F 1.72608 -2.63177 -2.86139  -0.313
C 0.57659 -0.49913 2.50569  -0.958
C -0.92357 -0.45261 2.57237  -0.514
N -1.40821 0.31610 1.43721  0.089
C -2.77860 0.44670 1.23001  -0.968
C -3.23440 1.63247 0.65654  0.531
F -2.34334 2.60773 0.39525  -0.456
C -4.56241 1.86047 0.34221  0.448
F -4.93154 3.00546 -0.23831  -0.346
C -5.51158 0.89105 0.63371  0.657
F -6.79474 1.09529 0.33987  -0.285
C -5.10377 -0.29298 1.22204  0.064
F -5.99403 -1.24208 1.48556  -0.282
C -3.75756 -0.50346 1.50706  0.708
F -3.41632 -1.70526 2.00737  -0.316
H 1.24191 -3.03786 1.81316  0.332
H 0.90138 -2.83699 0.07993  0.251
H -0.39726 -2.64583 1.25057  0.254
H 3.07422 -1.40517 1.34662  0.372
H 2.58650 0.27718 1.07856  0.326
H 2.49221 -2.02581 -0.92722  0.414
H 3.51844 -0.60859 -0.96943  0.457
H 0.99963 0.50230 2.59309  0.301
H 0.96786 -1.11223 3.32350  0.378
H -1.21417 0.06513 3.49495  0.486
H -1.34240 -1.45998 2.64319  0.410
C -3.30840 3.16932 -4.10298  -1.212
N -2.93729 1.92083 -3.46250  -0.250
C -2.04955 1.82178 -2.48450  1.139
N -1.45399 2.91219 -2.04779  -0.260
S -1.75366 0.24134 -1.86190  -0.640
H -4.06501 2.95854 -4.85202  0.374
H -2.44864 3.62238 -4.60034  0.369
H -3.72975 3.86821 -3.37804  0.366
H -3.37190 1.06339 -3.76901  0.251
H -1.64901 3.81878 -2.43862  0.205
H -0.77553 2.84455 -1.30978  0.156

=====

Density functional theory data (ωB97M-V/def2-TZVPD) for C19H17B2F4N9PtS as an isolated structure at a distorted geometry.

Summary:
- HOMO (spin up / spin down): -14.72 / -14.72 eV
- Largest force on an atom: 3.04 eV Å⁻¹
- Total charge: +2
- Lowest unoccupied orbital energy (spin up / spin down): -10.42 / -10.42 eV

Last column: Mulliken charge in e.
Geometry (Å):
Pt -0.23987 -0.07209 -0.55085  2.718
C 3.86833 0.56161 0.61585  -1.033
C 2.72033 -0.23099 0.63465  -0.422
N 1.66983 0.52861 0.35455  -0.349
N 2.09323 1.78711 0.12805  0.310
C 3.41043 1.84111 0.27225  -0.017
B 1.13903 2.89451 -0.35895  -0.316
N 0.71053 2.54961 -1.79505  0.572
C 1.11683 3.10731 -2.92615  0.021
C 0.46373 2.47451 -3.98785  -0.949
C -0.34097 1.50151 -3.36955  -0.585
N -0.16357 1.54891 -2.06585  -0.764
N -0.11387 2.84311 0.52635  0.325
C -0.57417 3.80401 1.33095  -0.094
C -1.70007 3.32441 1.99065  -1.099
C -1.86117 2.02501 1.51525  -0.214
N -0.90107 1.76251 0.63575  -0.570
H 4.87793 0.26351 0.81455  0.470
H 2.63273 -1.27809 0.85725  0.548
H 3.96483 2.74681 0.12215  0.521
H 1.65743 3.94511 -0.30175  -0.011
H 1.83163 3.90721 -2.94655  0.512
H 0.58633 2.63751 -5.03875  0.461
H -1.01107 0.80241 -3.82855  0.746
H -0.08507 4.75581 1.40055  0.474
H -2.30577 3.84141 2.70555  0.458
H -2.60827 1.29741 1.76525  0.544
N -2.25237 -3.45089 1.24415  0.020
C -1.92557 -2.93339 2.47965  0.239
C -2.15997 -3.35749 3.77555  -1.126
C -1.62947 -2.57489 4.79595  -0.518
C -0.87727 -1.42129 4.53785  -0.810
C -0.64697 -0.98579 3.25305  -0.234
C -1.18647 -1.74919 2.20925  0.523
N -1.10757 -1.58829 0.86295  0.052
C -1.75407 -2.62399 0.30525  0.606
C -1.76907 -2.77919 -1.12105  -0.283
C -2.15537 -3.85809 -1.89005  -0.465
S -1.78967 -3.59249 -3.52965  -0.017
C -1.14617 -2.05319 -3.11685  -0.192
N -1.21427 -1.76329 -1.85615  0.111
H -2.77057 -4.30169 1.08165  0.258
H -2.71877 -4.25169 4.00155  0.454
H -1.79617 -2.86829 5.81905  0.427
H -0.47217 -0.86489 5.36705  0.455
H -0.07337 -0.09749 3.04435  0.424
H -2.61277 -4.77249 -1.56755  0.393
H -0.68577 -1.41959 -3.85375  0.372
F 1.71213 -0.09679 -4.04715  -0.369
B 2.44453 -0.36299 -2.91775  0.380
F 2.79323 0.80251 -2.28785  -0.288
F 3.47033 -1.19989 -3.10505  -0.252
F 1.48543 -1.00519 -1.98445  -0.412